{
  "formula": "C37H52N8O15S3",
  "method": "wB97M-V/def2-TZVPD",
  "elements": ["O", "C", "N", "C", "H", "H", "H", "H", "H", "O", "C", "N", "C", "H", "H", "H", "H", "H", "O", "C", "N", "C", "H", "H", "H", "H", "H", "N", "C", "C", "C", "C", "C", "H", "H", "H", "H", "H", "N", "C", "C", "C", "C", "C", "H", "H", "H", "H", "H", "N", "C", "C", "C", "C", "C", "H", "H", "H", "H", "H", "N", "C", "C", "C", "C", "C", "H", "H", "H", "H", "H", "N", "C", "C", "C", "C", "C", "H", "H", "H", "H", "H", "C", "C", "O", "S", "O", "O", "O", "H", "H", "H", "H", "C", "C", "O", "S", "O", "O", "O", "H", "H", "H", "H", "C", "C", "O", "S", "O", "O", "O", "H", "H", "H", "H"],
  "positions_angstrom": [[-0.444, 5.863, -2.486], [-0.494, 4.631, -2.499], [0.224, 3.947, -1.681], [-1.489, 4.015, -3.465], [0.910, 4.496, -1.183], [0.126, 2.949, -1.559], [-1.085, 3.674, -4.419], [-2.263, 4.746, -3.700], [-2.070, 3.253, -2.946], [-3.348, 2.710, 2.826], [-2.719, 2.837, 1.798], [-2.763, 1.991, 0.864], [-1.742, 4.078, 1.574], [-2.022, 2.147, 0.195], [-3.059, 1.037, 1.019], [-0.861, 3.867, 0.967], [-1.404, 4.575, 2.483], [-2.431, 4.763, 1.081], [-0.282, 1.316, -0.810], [0.219, 0.311, -0.439], [1.345, -0.141, -0.839], [-0.641, -0.661, 0.493], [1.978, 0.548, -1.221], [1.513, -1.133, -0.756], [-1.235, -0.108, 1.220], [-0.005, -1.440, 0.914], [-1.325, -1.082, -0.244], [1.524, 4.616, 1.755], [2.128, 3.485, 1.337], [2.907, 2.749, 2.149], [3.277, 3.272, 3.412], [2.749, 4.448, 3.868], [1.855, 5.156, 2.984], [1.801, 3.089, 0.387], [3.217, 1.792, 1.756], [3.971, 2.732, 4.039], [2.923, 4.785, 4.879], [1.424, 6.073, 3.359], [-1.080, -3.891, -3.818], [-0.809, -4.613, -4.887], [0.412, -4.525, -5.567], [1.277, -3.444, -5.282], [0.985, -2.646, -4.164], [-0.209, -2.916, -3.492], [-1.528, -5.410, -5.005], [0.652, -5.203, -6.373], [2.168, -3.209, -5.845], [1.703, -1.880, -3.909], [-0.586, -2.317, -2.676], [-3.876, -0.629, 1.950], [-5.106, -0.137, 1.587], [-6.284, -0.931, 1.662], [-6.202, -2.263, 2.114], [-4.968, -2.813, 2.321], [-3.813, -1.982, 2.206], [-5.272, 0.871, 1.236], [-7.205, -0.447, 1.370], [-7.124, -2.822, 2.184], [-4.937, -3.803, 2.750], [-2.833, -2.340, 2.488], [-0.249, 0.070, 5.300], [-0.314, 0.649, 6.543], [-0.173, 2.022, 6.721], [-0.094, 2.821, 5.575], [-0.135, 2.284, 4.315], [-0.245, 0.889, 4.205], [-0.514, 0.016, 7.395], [-0.245, 2.449, 7.710], [0.009, 3.861, 5.844], [-0.146, 2.837, 3.388], [-0.235, 0.377, 3.254], [3.005, 1.918, -2.060], [3.875, 2.973, -1.907], [4.075, 3.977, -2.914], [3.404, 3.800, -4.134], [2.604, 2.661, -4.344], [2.433, 1.788, -3.253], [4.400, 3.105, -0.972], [4.691, 4.831, -2.671], [3.454, 4.524, -4.934], [2.056, 2.517, -5.263], [1.699, 1.033, -3.495], [2.619, -5.576, 1.494], [2.390, -4.303, 2.311], [1.010, -3.978, 2.158], [0.295, -4.711, 0.842], [-0.093, -3.743, -0.178], [-0.664, -5.739, 1.213], [1.704, -5.459, 0.425], [2.495, -6.467, 2.109], [3.591, -5.685, 1.012], [2.975, -3.488, 1.885], [2.743, -4.421, 3.336], [-3.876, -2.891, -1.653], [-5.338, -3.228, -1.967], [-5.592, -2.351, -3.063], [-4.760, -0.896, -2.916], [-5.682, -0.033, -2.125], [-4.227, -0.439, -4.211], [-3.619, -1.506, -1.983], [-3.134, -3.341, -2.313], [-3.407, -3.134, -0.700], [-6.119, -3.106, -1.216], [-5.469, -4.281, -2.217], [4.930, -1.734, 0.717], [5.111, -0.820, -0.588], [4.871, -1.660, -1.724], [3.988, -3.017, -1.255], [4.408, -4.077, -2.213], [2.583, -2.749, -1.062], [4.818, -3.096, 0.200], [4.020, -1.536, 1.284], [5.743, -1.709, 1.443], [6.077, -0.326, -0.692], [4.475, 0.065, -0.622]],
  "mulliken_charge": [-0.74, 0.85, 0.57, -0.95, 0.05, -0.23, 0.21, 0.36, 0.21, -0.71, 0.96, 0.07, -1.02, 0.02, 0.08, 0.19, 0.22, 0.46, -1.05, 0.76, 1.05, -0.15, -0.06, -0.28, -0.43, 0.47, 0.00, -0.34, 0.20, -0.37, -0.55, -0.38, -0.39, 0.12, 0.60, 0.37, 0.43, 0.36, -0.34, -0.37, -0.56, -0.51, -0.37, -0.10, 0.39, 0.38, 0.41, 0.41, 0.61, -0.18, -0.06, -0.67, -0.30, -0.73, -0.42, 0.37, 0.38, 0.41, 0.45, 0.58, -0.47, -0.36, -0.44, -0.76, 0.40, -0.90, 0.36, 0.40, 0.43, 0.40, 0.81, -0.15, -0.19, -0.84, -0.26, -0.83, -0.19, 0.39, 0.43, 0.38, 0.48, 0.30, -0.55, 0.62, -0.36, 0.92, -0.21, -0.60, -0.35, 0.31, 0.32, -0.48, 0.37, -0.09, -0.19, -0.41, 1.06, -0.54, -0.56, -0.07, 0.12, 0.22, 0.21, 0.33, -0.40, 0.30, -0.40, 0.91, -0.61, -0.24, -0.43, 0.18, 0.51, 0.39, -0.40],
  "gap_ev": 8.3,
  "smiles": "O=S1(=O)OCCO1.O=S1(=O)OCCO1.O=S1(=O)OCCO1.c1ccncc1.c1ccncc1.c1ccncc1.c1ccncc1.c1ccncc1.CC(N)=O.CC(N)=O.CC(N)=O",
  "lumo_energy_ev": -0.111
}

***

{
  "formula": "C37H53Cl2EuO18P3S",
  "method": "wB97M-V/def2-TZVPD",
  "elements": ["Eu", "O", "Cl", "O", "O", "O", "C", "C", "C", "O", "C", "O", "O", "H", "H", "H", "H", "H", "H", "H", "C", "C", "C", "O", "P", "O", "C", "P", "O", "O", "C", "C", "C", "O", "C", "C", "C", "O", "C", "C", "C", "H", "H", "H", "H", "H", "H", "H", "H", "H", "H", "H", "H", "H", "H", "H", "H", "H", "H", "H", "H", "H", "H", "H", "H", "H", "H", "H", "H", "H", "H", "O", "S", "O", "O", "C", "C", "C", "C", "C", "C", "P", "C", "C", "C", "C", "C", "C", "C", "C", "C", "C", "C", "C", "H", "H", "H", "H", "H", "H", "H", "H", "H", "H", "H", "H", "H", "H", "Cl", "C", "C", "O", "O", "H", "H"],
  "positions_angstrom": [[-0.111, -0.011, 0.338], [-0.153, -5.167, 2.202], [0.637, -3.961, 2.175], [1.219, -3.796, 0.839], [-0.201, -2.808, 2.406], [1.666, -4.090, 3.096], [-0.719, 3.940, -2.081], [-1.868, 3.014, -2.643], [-3.170, 3.157, -1.853], [-2.127, 3.370, -4.028], [-1.451, 1.503, -2.669], [-1.033, 0.941, -1.612], [-1.614, 0.972, -3.805], [-0.985, 4.874, -2.398], [0.239, 3.693, -2.515], [-0.625, 3.757, -1.010], [-3.456, 4.170, -1.475], [-3.077, 2.614, -0.870], [-4.036, 2.767, -2.408], [-2.013, 2.568, -4.508], [-3.868, -1.763, -4.127], [-3.197, -1.730, -2.778], [-4.171, -1.677, -1.610], [-2.314, -3.007, -2.679], [-0.888, -2.834, -1.980], [-0.851, -2.240, -0.632], [0.147, -1.789, -3.128], [1.838, -1.539, -2.526], [1.955, -1.134, -1.149], [2.469, -0.548, -3.612], [2.974, 0.749, -3.186], [4.446, 0.811, -3.521], [2.192, 1.850, -3.957], [2.453, -2.993, -2.765], [3.194, -3.720, -1.745], [4.556, -3.117, -1.372], [3.487, -5.083, -2.409], [-0.260, -4.293, -1.983], [-0.811, -5.307, -1.130], [-2.142, -5.821, -1.762], [0.225, -6.437, -1.084], [-4.378, -0.821, -4.336], [-4.522, -2.676, -4.422], [-3.041, -1.687, -4.843], [-2.541, -0.859, -2.672], [-4.876, -2.515, -1.552], [-4.638, -0.656, -1.622], [-3.627, -1.682, -0.608], [-0.407, -0.845, -3.459], [0.270, -2.382, -4.077], [2.760, 0.852, -2.109], [4.689, 0.790, -4.568], [4.960, 0.040, -2.980], [4.909, 1.732, -3.183], [2.584, 1.952, -4.981], [2.270, 2.875, -3.516], [1.133, 1.581, -3.993], [2.531, -3.883, -0.846], [5.048, -2.719, -2.257], [5.155, -3.967, -0.980], [4.517, -2.267, -0.621], [4.301, -5.096, -3.175], [2.607, -5.395, -2.877], [3.697, -5.852, -1.652], [-1.001, -4.922, -0.121], [-1.984, -6.497, -2.515], [-2.859, -5.017, -2.019], [-2.686, -6.393, -0.946], [0.624, -6.556, -2.083], [-0.269, -7.427, -0.771], [0.985, -6.174, -0.397], [2.299, -0.291, 1.463], [2.818, 0.987, 1.009], [4.083, 1.044, 0.297], [1.760, 1.764, 0.343], [3.089, 2.025, 2.438], [4.391, 2.327, 2.738], [4.654, 3.269, 3.758], [3.555, 3.767, 4.463], [2.258, 3.432, 4.098], [1.973, 2.650, 3.058], [0.242, 2.043, 2.716], [-0.649, 3.553, 2.143], [0.022, 4.801, 1.847], [-0.729, 5.944, 1.705], [-2.098, 5.964, 1.658], [-2.735, 4.735, 1.783], [-2.040, 3.561, 2.091], [-0.496, 1.986, 4.391], [-0.851, 3.046, 5.186], [-1.408, 2.892, 6.393], [-1.576, 1.606, 6.958], [-1.087, 0.497, 6.274], [-0.587, 0.704, 4.961], [5.206, 1.895, 2.130], [5.704, 3.459, 4.043], [3.699, 4.410, 5.311], [1.484, 3.823, 4.740], [1.025, 4.933, 2.005], [-0.211, 6.879, 1.548], [-2.566, 6.910, 1.591], [-3.824, 4.707, 1.582], [-2.642, 2.659, 2.112], [-0.903, 3.974, 4.870], [-1.771, 3.756, 6.955], [-2.020, 1.467, 7.931], [-1.196, -0.473, 6.728], [-0.240, -0.142, 4.347], [-4.169, -0.622, 4.566], [-3.357, -1.091, 3.014], [-3.298, 0.081, 1.934], [-3.950, 1.121, 2.029], [-2.417, -0.151, 1.051], [-3.882, -1.894, 2.600], [-2.329, -1.429, 3.277]],
  "mulliken_spin": [6.96, 0.00, 0.00, 0.00, 0.00, 0.00, 0.00, 0.00, 0.00, 0.00, 0.03, -0.03, 0.00, 0.00, 0.00, 0.00, 0.00, 0.00, 0.00, 0.00, 0.00, 0.00, 0.00, 0.00, 0.00, 0.01, 0.01, 0.00, 0.00, 0.00, 0.00, 0.00, 0.00, 0.00, 0.00, 0.00, 0.00, 0.00, 0.00, 0.00, 0.00, 0.00, 0.00, 0.00, 0.00, 0.00, 0.00, 0.00, 0.00, 0.00, 0.00, 0.00, 0.00, 0.00, 0.00, 0.00, 0.00, 0.00, 0.00, 0.00, 0.00, 0.00, 0.00, 0.00, 0.00, 0.00, 0.00, 0.00, 0.00, 0.00, 0.00, 0.01, 0.00, 0.00, 0.00, -0.01, 0.00, 0.00, 0.00, 0.00, 0.00, 0.05, -0.01, 0.00, 0.00, 0.00, 0.00, 0.00, -0.01, 0.00, 0.00, 0.00, 0.00, 0.00, 0.00, 0.00, 0.00, 0.00, 0.00, 0.00, 0.00, 0.00, 0.00, 0.00, 0.00, 0.00, 0.00, 0.00, 0.00, 0.00, 0.00, 0.00, 0.00, 0.00, 0.00],
  "gap_ev": [5.6, 8.3],
  "s2": 15.7587,
  "charge": -2,
  "lumo_energy_ev": [4.081, 4.081],
  "multiplicity": 8
}